{"formula": "C2H7N3O", "method": "ωB97M-V/def2-TZVPD", "symbols": ["O", "N", "N", "N", "C", "C", "H", "H", "H", "H", "H", "H", "H"], "coordinates": [[1.16, 2.13, 0.68], [-0.97, 1.49, 0.74], [-0.62, -1.49, -0.96], [0.33, -0.27, -1.07], [0.80, -0.36, 0.27], [0.35, 1.23, 0.58], [-0.03, -2.29, -1.19], [0.90, -0.17, -1.90], [-1.59, 0.70, 0.71], [-1.27, -1.69, -0.20], [-1.24, 2.44, 0.92], [0.38, -0.89, 1.14], [1.80, -0.82, 0.28]], "e_above_lowest_kj_mol": 451.90, "gap_ev": 9.3, "fmax_ev_per_a": 6.65, "e_tot_ev": -8701.5934, "lumo_energy_ev": 0.78}



{"formula": "C2H7N3O", "method": "ωB97M-V/def2-TZVPD", "symbols": ["O", "N", "N", "N", "C", "C", "H", "H", "H", "H", "H", "H", "H"], "coordinates": [[-1.57, 0.88, -0.83], [-0.32, -1.64, 0.01], [0.38, -2.64, 0.67], [0.17, -0.42, 0.32], [-0.39, 0.72, -0.20], [0.54, 1.94, -0.22], [1.14, 1.90, 0.65], [-0.08, 2.89, -0.30], [-1.59, 1.79, -1.25], [-1.33, -1.93, 0.07], [0.48, -2.52, 1.75], [1.17, 1.85, -1.11], [1.40, -2.81, 0.44]], "e_above_lowest_kj_mol": 375.65, "gap_ev": 8.5, "fmax_ev_per_a": 6.66, "e_tot_ev": -8702.3837, "lumo_energy_ev": 0.65}



{"formula": "C2H7N3O", "method": "ωB97M-V/def2-TZVPD", "symbols": ["O", "N", "N", "N", "C", "C", "H", "H", "H", "H", "H", "H", "H"], "coordinates": [[0.64, 1.54, 0.20], [0.56, 0.25, -0.53], [-0.77, -1.41, 0.02], [-1.84, 0.76, -0.17], [-0.75, -0.17, -0.14], [1.60, -0.66, -0.01], [-1.70, -1.92, 0.05], [1.15, -1.76, -0.01], [1.42, 2.20, -0.39], [1.56, -0.48, 1.15], [-2.62, 0.27, 0.33], [2.53, -0.42, -0.59], [-1.76, 1.80, 0.11]], "e_above_lowest_kj_mol": 436.34, "gap_ev": 9.8, "fmax_ev_per_a": 5.95, "e_tot_ev": -8701.7547, "lumo_energy_ev": 0.62}



{"formula": "C2H7N3O", "method": "ωB97M-V/def2-TZVPD", "symbols": ["O", "N", "N", "N", "C", "C", "H", "H", "H", "H", "H", "H", "H"], "coordinates": [[1.79, -1.24, 0.29], [0.35, 0.46, -0.15], [1.48, -0.03, 0.15], [2.61, 0.78, 0.08], [-1.07, -0.67, -0.27], [-2.18, 0.11, 0.35], [3.45, 0.39, -0.34], [-1.03, -0.83, -1.34], [2.23, 1.61, -0.46], [-0.48, -1.56, 0.14], [-3.14, -0.46, 0.33], [-2.14, 1.11, -0.12], [-1.86, 0.32, 1.35]], "e_above_lowest_kj_mol": 549.20, "gap_ev": 10.4, "fmax_ev_per_a": 5.59, "e_tot_ev": -8700.5849, "lumo_energy_ev": 0.87}



{"formula": "C2H7N3O", "method": "ωB97M-V/def2-TZVPD", "symbols": ["O", "N", "N", "N", "C", "C", "H", "H", "H", "H", "H", "H", "H"], "coordinates": [[0.74, -0.77, 1.44], [0.85, -0.42, 0.13], [-0.24, 1.54, -0.35], [2.05, 0.24, -0.24], [-0.37, 0.30, -0.17], [-1.60, -0.55, -0.10], [2.69, 0.16, 0.55], [-1.58, -1.30, -0.90], [1.81, 1.23, -0.34], [-1.62, -1.07, 0.85], [0.88, -1.45, -0.15], [-2.49, 0.06, -0.21], [-1.11, 2.04, -0.51]], "e_above_lowest_kj_mol": 447.06, "gap_ev": 9.6, "fmax_ev_per_a": 3.12, "e_tot_ev": -8701.6435, "lumo_energy_ev": 0.80}



{"formula": "C2H7N3O2", "method": "ωB97M-V/def2-TZVPD", "symbols": ["O", "O", "N", "N", "N", "C", "C", "H", "H", "H", "H", "H", "H", "H"], "coordinates": [[-2.59, -0.49, -1.16], [-1.38, -0.15, 1.38], [1.27, 0.96, 1.26], [0.76, 0.22, 0.21], [1.60, -0.64, -0.46], [-0.78, -0.17, 0.34], [-1.11, -0.03, -1.08], [-3.11, 0.12, -0.61], [2.48, -0.14, -0.61], [-0.61, -0.74, -1.73], [2.11, 0.57, 1.67], [0.62, 0.92, 2.06], [-1.09, 1.00, -1.43], [1.83, -1.43, 0.14]], "e_above_lowest_kj_mol": 452.59, "gap_ev": 8.8, "fmax_ev_per_a": 5.64, "e_tot_ev": -10749.3851, "lumo_energy_ev": 0.57}